<i>
# C23H28N4O5

The molecule C23H28N4O5 (ωB97M-V with the def2-TZVPD basis set, the OMol25 dataset).

As for the HOMO energy: -7.41 eV. As for the spin multiplicity: 1. The orbital gap comes out at 8.0 eV. The value obtained for the molecular weight is 440.5 g/mol. The LUMO energy is 0.02132 Eh.

CARTESIAN COORDINATES (ANGSTROEM)
C (5.72618, 0.11534, -5.36841)
C (5.51291, -1.31286, -4.87469)
O (5.09722, -1.36639, -3.52513)
C (3.81336, -1.06321, -3.19543)
C (3.53293, -1.04212, -1.82733)
C (2.26652, -0.76940, -1.36013)
C (1.23546, -0.50869, -2.25952)
C (1.50925, -0.53055, -3.62180)
C (2.78115, -0.80252, -4.09153)
H (2.94532, -0.81120, -5.15731)
H (0.71729, -0.33133, -4.33076)
N (-0.07793, -0.22039, -1.85802)
C (-0.61096, -0.20729, -0.61415)
O (0.00865, -0.41718, 0.41266)
C (-2.09607, 0.11509, -0.60672)
N (-2.94290, -1.00839, -1.03364)
C (-4.20273, -1.01378, -0.31380)
C (-4.02397, -1.41532, 1.17099)
N (-2.65048, -1.83208, 1.39208)
C (-2.38177, -2.11648, 2.78500)
C (-2.27770, -0.80564, 3.56901)
O (-2.91662, -0.60056, 4.57971)
N (-1.40233, 0.04927, 2.98845)
C (-1.04914, 1.33974, 3.38597)
C (-1.61207, 1.96768, 4.49196)
C (-1.24136, 3.25847, 4.85767)
C (-0.29970, 3.89305, 4.08652)
C (0.26773, 3.26600, 2.97679)
C (-0.08469, 1.99592, 2.60374)
H (0.36288, 1.51207, 1.75213)
O (1.17116, 4.11414, 2.38647)
C (1.16532, 5.28795, 3.16980)
O (0.23668, 5.15245, 4.22111)
H (0.88685, 6.14873, 2.53997)
H (2.17238, 5.45763, 3.58592)
H (-1.67723, 3.74161, 5.71548)
H (-2.34554, 1.43945, 5.07674)
H (-0.93822, -0.27665, 2.13886)
H (-1.42058, -2.63191, 2.86101)
H (-3.15486, -2.74620, 3.25442)
C (-2.27462, -2.88965, 0.47861)
C (-2.36489, -2.33955, -0.96458)
H (-3.00941, -2.98455, -1.57010)
H (-1.37998, -2.33185, -1.43091)
H (-1.24745, -3.18354, 0.70270)
H (-2.92004, -3.77921, 0.59267)
H (-4.22717, -0.56921, 1.83159)
H (-4.73360, -2.22036, 1.43336)
H (-4.85803, -1.72567, -0.82210)
H (-4.65350, -0.02363, -0.39674)
H (-2.29437, 0.94756, -1.29609)
H (-2.34477, 0.43970, 0.40779)
H (-0.72217, -0.05470, -2.61990)
H (2.07075, -0.75725, -0.30162)
H (4.33790, -1.24704, -1.14003)
H (6.46354, -1.85341, -4.88508)
H (4.80640, -1.84911, -5.52053)
H (4.79829, 0.68122, -5.33700)
H (6.09632, 0.09868, -6.38981)
H (6.45437, 0.61712, -4.73634)

Atomic partial charges in e from the Löwdin method, atoms 1 to 6: C -0.06; C -0.25; O -0.05; C -0.27; C 0.01; C 0.00

---

<ii>
# C23H28N4O5

The molecule C23H28N4O5 (ωB97M-V with the def2-TZVPD basis set, the OMol25 dataset).

As for the HOMO energy: -8.17 eV. As for the spin multiplicity: 1. The orbital gap comes out at 8.1 eV. The value obtained for the molecular weight is 440.5 g/mol. The LUMO energy is -0.00094 Eh.

CARTESIAN COORDINATES (ANGSTROEM)
C (-2.61857, 0.98292, -4.51116)
C (-1.41621, 1.70361, -5.10395)
H (-1.02437, 1.16979, -5.97213)
H (-1.68907, 2.72598, -5.38481)
O (-0.32871, 1.75307, -4.17822)
C (-0.35642, 2.72466, -3.25830)
O (-1.22032, 3.55923, -3.19626)
C (0.86609, 2.66184, -2.35479)
C (1.15995, 1.23591, -1.88418)
C (0.08183, 0.77804, -0.90513)
N (0.00540, 1.67739, 0.22658)
C (-0.42602, 1.26932, 1.45998)
N (-1.29468, 2.05303, 2.07222)
C (-1.74875, 1.72198, 3.29361)
C (-2.69570, 2.53526, 3.94477)
C (-3.18376, 2.15764, 5.16621)
C (-2.74677, 0.97655, 5.78767)
C (-1.81277, 0.17552, 5.18747)
C (-1.29606, 0.53975, 3.93315)
N (-0.31529, -0.18608, 3.35411)
C (0.11628, 0.14280, 2.17250)
C (1.31368, -0.67708, 1.72629)
C (2.35229, 0.13750, 1.15411)
N (3.17119, 0.79887, 0.70798)
C (0.93084, -1.84608, 0.80926)
O (-0.16180, -2.34366, 0.77327)
O (1.97823, -2.22152, 0.08874)
C (1.86179, -3.40941, -0.70523)
C (2.54740, -3.15761, -2.03833)
H (2.05568, -2.34292, -2.56374)
H (3.58629, -2.88575, -1.87260)
H (2.50398, -4.05249, -2.65209)
H (0.79536, -3.62283, -0.84884)
C (2.53051, -4.55916, 0.07441)
O (2.02048, -4.74299, 1.36488)
C (0.74549, -5.34588, 1.43262)
H (-0.04981, -4.65885, 1.12716)
H (0.59755, -5.61466, 2.47666)
H (0.70613, -6.24930, 0.81326)
H (2.44359, -5.48103, -0.51978)
H (3.58723, -4.31567, 0.21424)
H (1.70912, -1.15540, 2.63504)
H (-1.46027, -0.73513, 5.64616)
H (-3.15494, 0.70559, 6.75015)
H (-3.91983, 2.77124, 5.66513)
H (-3.02983, 3.43283, 3.44840)
C (-0.36191, 3.02090, -0.18738)
H (-0.43027, 3.64195, 0.70505)
C (0.69716, 3.57144, -1.13804)
H (0.39623, 4.56871, -1.45889)
H (1.65105, 3.63772, -0.61353)
H (-1.34262, 3.02243, -0.67848)
H (0.28301, -0.23716, -0.57353)
H (-0.89271, 0.76780, -1.42140)
H (1.19148, 0.55590, -2.73551)
H (2.12911, 1.22072, -1.38423)
H (1.70500, 3.01467, -2.96607)
H (-3.40105, 0.90260, -5.26010)
H (-3.00387, 1.54079, -3.66106)
H (-2.33701, -0.01529, -4.18333)

Atomic partial charges in e from the Löwdin method, atoms 1 to 6: C -0.06; C -0.21; H 0.12; H 0.12; O -0.01; C -0.47

---

Consider the structures shown above. The most stable of them is <ii>.